# 1
ORCA calculation (the ωB97M-V functional and the def2-TZVPD basis) on one molecule with the formula C23H28N2O4.

The HOMO-LUMO gap comes out at 8.931 eV. The HOMO energy comes out at -0.3049 Eh. The calculation puts the energy relative to the best compared isomer or geometry (same formula, charge and spin) at 1.691 eV. The LUMO energy is 0.6 eV.

Last column: Löwdin charge in e.
Element x y z (Å)
C (-3.3794, -2.3702, 1.1996)  -0.08
O (-3.3615, -1.5754, 0.0396)  -0.09
C (-3.4350, -0.2244, 0.1811)  -0.24
C (-3.7567, 0.4258, 1.3657)  -0.01
C (-3.8206, 1.8088, 1.4090)  -0.09
C (-3.5713, 2.5571, 0.2756)  -0.10
C (-3.2409, 1.9100, -0.9045)  -0.05
C (-3.1676, 0.5305, -0.9716)  -0.17
C (-2.6940, -0.1618, -2.2189)  -0.11
C (-1.2629, -0.6814, -1.9947)  -0.16
N (-0.4318, 0.3424, -1.4021)  0.09
C (-0.1444, 0.3464, -0.0870)  -0.44
O (-0.3858, -0.5976, 0.6417)  0.06
C (0.4899, 1.6206, 0.4786)  -0.17
C (1.0731, 2.6032, -0.5418)  -0.14
C (2.2510, 3.3603, 0.0820)  -0.08
C (3.3418, 2.3266, 0.2966)  -0.48
O (4.4651, 2.4277, -0.1580)  0.05
N (2.8983, 1.2473, 0.9755)  -0.03
C (3.6588, 0.0089, 0.9621)  -0.07
C (3.0446, -0.9346, -0.0415)  -0.12
C (3.2165, -0.6952, -1.3948)  -0.03
C (2.5896, -1.4825, -2.3448)  -0.09
C (1.7791, -2.5232, -1.9320)  -0.09
C (1.5941, -2.7799, -0.5849)  -0.02
C (2.2179, -1.9880, 0.3726)  -0.24
O (2.0896, -2.1668, 1.7175)  -0.09
C (1.0933, -3.0483, 2.1787)  -0.08
C (1.5646, 1.2408, 1.5227)  -0.09
H (-3.1997, -3.3898, 0.8609)  0.10
H (-4.3488, -2.3275, 1.7075)  0.09
H (-2.5858, -2.0695, 1.8898)  0.09
H (-3.9524, -0.1357, 2.2651)  0.10
H (-4.0679, 2.2978, 2.3396)  0.10
H (-3.6240, 3.6349, 0.3077)  0.10
H (-3.0326, 2.4910, -1.7927)  0.11
H (-2.7086, 0.5380, -3.0569)  0.11
H (-3.3396, -1.0080, -2.4536)  0.12
H (-0.8173, -1.0077, -2.9378)  0.12
H (-1.2778, -1.5155, -1.2929)  0.11
H (-0.3322, 1.1936, -1.9302)  0.13
H (-0.3319, 2.1053, 1.0211)  0.15
H (1.4638, 2.0659, -1.4102)  0.12
H (0.3083, 3.3052, -0.8806)  0.12
H (2.6277, 4.1283, -0.5934)  0.12
H (1.9592, 3.8317, 1.0212)  0.12
H (3.6597, -0.4328, 1.9597)  0.13
H (4.6776, 0.2724, 0.6691)  0.13
H (3.8492, 0.1267, -1.6972)  0.12
H (2.7329, -1.2842, -3.3964)  0.10
H (1.2818, -3.1469, -2.6607)  0.10
H (0.9502, -3.5925, -0.2894)  0.11
H (0.1159, -2.7614, 1.7819)  0.08
H (1.3174, -4.0870, 1.9143)  0.09
H (1.0926, -2.9486, 3.2635)  0.10
H (1.5213, 1.9457, 2.3618)  0.13
H (1.3455, 0.2437, 1.9066)  0.12

Atomic forces in eV per Å
C 0.0 -0.2 0.2
O 0.0 0.3 -0.3
C -0.1 0.3 -0.1
C 0.0 -0.3 0.1
C 0.0 0.1 0.0
C 0.0 0.2 0.1
C -0.1 -0.1 0.1
C -0.1 -0.2 -0.1
C 0.1 -0.1 0.2
C -0.1 -0.2 -0.1
N 0.0 0.0 -0.4
C 0.3 0.5 0.0
O -0.2 -0.3 0.3
C 0.1 -0.2 0.1
C -0.1 0.2 0.1
C 0.1 0.0 -0.3
C -0.2 0.4 0.2
O 0.3 0.1 -0.3
N 0.2 -0.2 0.1
C 0.2 -0.1 0.0
C 0.0 -0.2 0.3
C 0.0 -0.1 0.0
C 0.0 0.0 -0.2
C 0.0 0.0 0.0
C -0.1 -0.1 0.2
C 0.2 0.1 -0.2
O 0.2 0.2 -0.2
C -0.2 -0.1 0.1
C -0.5 0.1 0.2
H 0.0 0.0 0.1
H 0.0 0.0 0.0
H 0.0 0.0 0.0
H 0.0 -0.1 0.1
H 0.0 0.0 0.1
H 0.0 0.1 0.0
H 0.0 0.0 -0.1
H -0.1 0.0 0.0
H 0.0 0.0 -0.1
H 0.0 -0.1 0.1
H 0.0 0.1 -0.2
H 0.1 0.0 0.1
H 0.0 0.0 0.0
H 0.0 0.0 0.0
H 0.0 0.0 -0.1
H 0.1 -0.1 0.1
H 0.0 0.0 0.1
H 0.1 0.1 -0.1
H -0.1 -0.1 0.1
H 0.1 0.1 0.0
H 0.0 0.0 -0.1
H 0.0 -0.1 -0.1
H -0.1 -0.1 0.1
H 0.0 0.0 0.0
H 0.0 0.0 0.0
H 0.0 -0.1 -0.1
H -0.1 -0.1 -0.1
H 0.0 0.1 0.0



# 2
ORCA calculation (the ωB97M-V functional and the def2-TZVPD basis) on a 3-piece molecular cluster, C23H28N3 overall at a distorted geometry.

The HOMO-LUMO gap comes out at 7.136 eV. The HOMO energy comes out at -0.4191 Eh. As for the total charge: +1. The calculation puts the energy relative to the best compared isomer or geometry (same formula, charge and spin) at 1.976 eV. The LUMO energy is -4.3 eV.

Last column: Löwdin charge in e.
Element x y z (Å)
C (3.3072, -2.5234, 2.8647)  -0.04
C (2.5663, -1.2749, 2.4744)  -0.26
C (2.9370, -0.5482, 1.3436)  -0.02
C (2.2521, 0.6177, 1.0145)  -0.06
C (1.2010, 1.0714, 1.7924)  -0.05
C (0.8165, 0.3349, 2.9180)  -0.24
C (-0.3806, 0.7948, 3.7391)  -0.09
N (-1.5041, 1.2208, 2.8788)  0.10
C (-2.2600, 0.2694, 2.3343)  -0.31
N (-3.6344, -0.0117, 2.6320)  0.09
C (-3.4430, -1.4993, 2.7674)  -0.11
C (-2.7095, -1.7967, 1.4361)  -0.10
N (-1.8028, -0.6143, 1.4633)  0.15
C (1.4969, -0.8307, 3.2553)  -0.01
H (2.7459, -3.1251, 3.5727)  0.08
H (3.5292, -3.1414, 2.0014)  0.08
H (4.2418, -2.2459, 3.3460)  0.09
H (3.7628, -0.8694, 0.7303)  0.12
H (2.5525, 1.1599, 0.1310)  0.10
H (0.6803, 1.9773, 1.5252)  0.10
H (-0.7001, -0.0425, 4.3519)  0.12
H (-0.1208, 1.6232, 4.3868)  0.14
H (-1.6223, 2.1917, 2.6485)  0.16
H (-4.1567, 0.1703, 1.7736)  0.14
H (-2.6403, -1.5670, 3.5009)  0.12
H (-4.3318, -2.0547, 3.0219)  0.13
H (-2.2331, -2.7674, 1.4282)  0.13
H (-3.4283, -1.6616, 0.6337)  0.13
H (-0.8180, -0.8776, 1.5628)  0.15
H (1.1980, -1.3921, 4.1293)  0.12
C (-1.1747, -1.5498, -1.6211)  -0.11
C (-1.0638, -2.8453, -2.1085)  -0.09
C (-1.0647, -3.0713, -3.4773)  -0.08
C (-1.1693, -2.0018, -4.3562)  -0.08
C (-1.2775, -0.7067, -3.8682)  -0.09
C (-1.2833, -0.4800, -2.4996)  -0.10
H (-1.1807, -1.3744, -0.5590)  0.05
H (-0.9762, -3.6802, -1.4237)  0.10
H (-0.9833, -4.0800, -3.8593)  0.11
H (-1.1662, -2.1783, -5.4234)  0.11
H (-1.3569, 0.1262, -4.5544)  0.11
H (-1.3697, 0.5311, -2.1201)  0.09
C (1.7909, 2.9475, -4.2780)  -0.08
C (1.3921, 1.9154, -3.4407)  -0.09
C (0.9849, 2.1955, -2.1437)  -0.12
C (0.9692, 3.5065, -1.6865)  -0.10
C (1.3657, 4.5386, -2.5253)  -0.09
C (1.7793, 4.2580, -3.8198)  -0.08
H (2.1115, 2.7310, -5.2885)  0.11
H (1.3987, 0.8932, -3.7977)  0.10
H (0.6784, 1.3880, -1.4885)  0.07
H (0.6483, 3.7266, -0.6751)  0.09
H (1.3529, 5.5608, -2.1706)  0.10
H (2.0928, 5.0617, -4.4727)  0.11

Atomic forces in eV per Å
C 0.0 0.2 0.0
C 0.0 -0.3 0.0
C -0.5 0.2 0.5
C 0.2 -0.1 -0.1
C 0.1 -0.5 0.3
C -0.1 0.3 -0.1
C 1.0 -0.4 -1.0
N 0.2 0.0 0.6
C -1.0 0.4 -1.3
N 0.6 0.4 0.1
C 0.7 0.5 -1.0
C -1.3 0.6 0.9
N 1.0 -1.9 1.8
C 0.0 0.4 -0.5
H -0.1 0.0 0.1
H 0.1 0.0 -0.1
H 0.2 -0.1 0.0
H 0.1 -0.1 -0.1
H 0.0 0.2 -0.1
H -0.1 0.1 -0.1
H -0.2 0.1 0.3
H -0.1 0.2 0.1
H -0.6 0.1 0.5
H -0.5 0.1 0.2
H -0.5 -0.6 0.7
H -0.2 0.0 0.0
H 0.5 0.1 -0.3
H 0.2 -0.3 -0.4
H 0.3 0.7 -0.8
H 0.0 -0.1 0.1
C 0.0 -0.1 -0.3
C 0.0 0.0 0.0
C 0.0 0.0 0.0
C 0.0 0.0 0.0
C 0.0 0.0 0.0
C 0.0 0.0 0.1
H 0.1 0.0 0.0
H 0.0 0.0 0.0
H 0.0 0.0 0.0
H 0.0 0.0 0.0
H 0.0 0.0 0.0
H 0.0 0.0 0.0
C 0.0 0.0 0.0
C 0.0 0.0 0.0
C 0.0 0.0 0.1
C 0.0 0.0 0.0
C 0.0 0.0 0.0
C 0.0 0.0 0.0
H 0.0 0.0 0.0
H 0.0 0.0 0.0
H 0.0 0.0 0.0
H 0.0 0.0 0.0
H 0.0 0.0 0.0
H 0.0 0.0 0.0



# 3
ORCA calculation (the ωB97M-V functional and the def2-TZVPD basis) on a 3-piece molecular cluster, C23H28N3O8 overall at a distorted geometry.

The HOMO-LUMO gap comes out at 8.003 eV. The HOMO energy comes out at -0.4320 Eh. As for the total charge: +1. The LUMO energy is -3.8 eV.

Last column: Löwdin charge in e.
Element x y z (Å)
C (3.9119, 3.2197, 5.2307)  0.09
C (4.3981, 3.1849, 3.8886)  -0.07
C (4.3821, 3.2487, 2.2174)  -0.14
N (3.2403, 2.4291, 1.6395)  0.08
C (3.0581, 1.0794, 1.8141)  -0.13
N (4.0416, 0.2215, 2.5999)  0.07
C (3.9540, -1.1267, 1.8602)  -0.14
C (2.5410, -1.0854, 1.0205)  -0.14
N (1.8923, 0.2599, 1.2729)  -0.08
C (0.6256, 0.2496, 2.1549)  -0.13
C (-0.6243, 0.7658, 1.2059)  -0.18
C (-1.3115, 2.1702, 1.7013)  -0.21
C (-0.3972, 3.5181, 1.3683)  -0.25
C (-0.0538, 3.6972, -0.2336)  -0.13
H (3.4063, 3.3339, 6.3051)  0.08
H (4.2375, 4.3707, 1.8565)  0.16
H (5.3962, 2.8065, 1.8352)  0.13
H (2.5346, 2.9549, 1.0576)  0.14
H (5.0442, 0.5484, 2.4608)  0.13
H (4.2366, -2.0763, 2.4869)  0.14
H (4.8003, -1.0183, 1.0314)  0.13
H (1.8718, -2.0555, 0.9661)  0.15
H (2.9021, -0.9588, -0.1101)  0.14
H (0.7336, 0.9886, 3.0776)  0.14
H (0.4156, -0.8363, 2.6034)  0.14
H (-1.4694, -0.0708, 1.3140)  0.10
H (-0.2959, 0.8006, 0.0832)  0.09
H (-2.3817, 2.3589, 1.2552)  0.12
H (-1.4287, 2.1573, 2.8801)  0.12
H (-0.8847, 4.5073, 1.8255)  0.12
H (0.6083, 3.3693, 1.9922)  0.08
H (-0.2273, 4.8383, -0.5169)  0.09
H (1.0874, 3.4819, -0.4941)  0.06
H (-0.6914, 2.9583, -0.8840)  0.07
C (-1.7726, 0.8508, -5.4228)  0.09
C (-1.2094, 0.7785, -4.2152)  -0.21
C (-1.9856, 0.3327, -3.0250)  -0.30
O (-1.4358, 0.2582, -1.9318)  0.06
C (-3.4060, -0.0008, -3.2140)  0.08
C (-3.9699, 0.0750, -4.4210)  -0.20
C (-3.1866, 0.4941, -5.6156)  -0.30
O (-3.7280, 0.5364, -6.7153)  0.12
O (-5.3050, -0.2344, -4.6053)  0.09
O (0.1185, 1.1147, -4.0258)  0.08
H (-1.2195, 1.1711, -6.2968)  0.14
H (-3.9630, -0.3061, -2.3375)  0.14
H (-5.4732, -0.1036, -5.5640)  0.12
H (0.2881, 0.9782, -3.0683)  0.11
C (-2.0916, -5.5715, 0.6457)  0.08
C (-2.5614, -4.4628, 1.2207)  -0.21
C (-2.1767, -3.1120, 0.7258)  -0.30
O (-2.6395, -2.1116, 1.2625)  0.09
C (-1.2370, -3.0336, -0.4035)  0.07
C (-0.7646, -4.1425, -0.9762)  -0.21
C (-1.1709, -5.4927, -0.4989)  -0.30
O (-0.7342, -6.4935, -1.0573)  0.12
O (0.1210, -4.0761, -2.0361)  0.08
O (-3.4251, -4.5289, 2.2986)  0.09
H (-2.3648, -6.5597, 0.9938)  0.14
H (-0.9517, -2.0457, -0.7417)  0.12
H (0.3133, -5.0093, -2.2742)  0.12
H (-3.6221, -3.5958, 2.5327)  0.12

Atomic forces in eV per Å
C 2.6 0.1 -9.8
C -4.8 0.6 8.4
C 0.7 0.1 1.8
N -0.7 -2.0 0.2
C 0.6 -1.2 1.2
N -1.6 1.5 -3.9
C 1.2 -0.3 -1.6
C 1.5 -0.2 -2.5
N 2.7 0.8 2.5
C -1.3 1.0 0.4
C -1.2 -0.8 0.6
C 0.5 1.0 0.5
C 0.5 -0.5 0.6
C 0.3 0.6 0.3
H 1.8 -0.4 -2.9
H 0.4 -2.6 0.9
H -1.9 1.0 0.7
H 0.8 -1.0 1.0
H -1.7 -0.1 0.7
H -1.0 2.1 -0.8
H -1.8 -0.7 1.7
H 1.1 2.3 0.9
H -0.8 -0.6 2.4
H 0.0 -1.5 -1.9
H 0.7 2.4 -1.2
H 1.8 1.9 -0.5
H -0.6 0.0 2.3
H 2.1 -0.7 0.7
H 0.1 -0.1 -2.4
H 0.9 -2.3 -1.1
H -2.0 0.4 -1.3
H 0.2 -2.6 0.3
H -2.3 0.3 0.6
H 1.1 1.6 1.2
C -0.2 0.0 -0.1
C 1.6 0.5 -0.3
C -0.6 -0.3 0.5
O 0.1 0.1 -0.5
C 0.5 0.0 0.4
C -2.1 -0.6 0.2
C 0.1 0.3 -1.3
O 0.2 -0.1 1.1
O 2.1 0.6 -0.5
O -1.6 -0.6 0.6
H 0.0 0.0 0.0
H 0.0 0.0 0.0
H 0.0 -0.1 0.4
H -0.1 0.0 -0.5
C 0.2 -0.1 -0.3
C -1.2 -0.6 1.4
C 0.1 0.8 -0.2
O 0.2 -0.7 -0.1
C -0.2 0.3 0.4
C 1.2 0.6 -1.4
C -0.1 -1.3 0.1
O -0.1 1.1 0.3
O -1.2 -0.8 1.4
O 1.2 0.9 -1.4
H 0.0 0.1 0.0
H -0.1 0.0 0.0
H -0.1 0.3 0.1
H 0.0 -0.4 -0.1



The highest HOMO-LUMO gap belongs to which entry?
C23H28N2O4



Which of these has the lowest HOMO-LUMO gap?
C23H28N3



The lowest HOMO belongs to which entry?
C23H28N3O8